one.
Molecular formula: C4H6
Method: DFT, ωB97M-V with the def2-TZVPD basis set

Positions of all 10 atoms, in Å:
C -1.03561 1.00650 -0.00151
C -0.39558 -0.26399 0.42936
C 0.80120 -0.79284 0.05461
C 1.99286 -0.15288 -0.38422
H -1.99121 0.74451 -0.48298
H -0.41680 1.54518 -0.72000
H -1.28048 1.64751 0.85381
H -1.02667 -0.93577 1.01337
H 0.74468 -1.87808 0.14186
H 2.60761 -0.92014 -0.90431

HOMO-LUMO gap (alpha / beta), eV: 7.36 / 7.74
Charge: 0
LUMO energy (alpha / beta), eV: -0.7933 / -0.7819

Atomic partial charges in e from the Mulliken method, atoms 1 to 4: C -0.9312; C 0.0133; C -0.2147; C -0.4970

two.
Molecular formula: C4H6
Method: DFT, ωB97M-V with the def2-TZVPD basis set

Positions of all 10 atoms, in Å:
C 0.64811 1.79018 -0.76685
C 0.42013 0.48245 -0.15713
C 0.03305 -0.56770 0.28880
C -0.67040 -1.77273 0.73134
H 1.22924 1.71620 -1.68810
H 1.14660 2.49644 -0.09990
H -0.32995 2.20622 -1.02248
H -1.40228 -1.51137 1.50379
H -0.01787 -2.55391 1.13248
H -1.22259 -2.18428 -0.12142

SMILES: CC#CC
HOMO-LUMO gap, eV: 10.47
Charge: 0
LUMO energy, eV: 1.0857

Atomic partial charges in e from the Mulliken method, atoms 1 to 4: C -1.1503; C 0.2767; C 0.3274; C -1.1031

The structure with the most favorable energy is two; the runner-up is 0.1073 hartree above it.

one.
Molecular formula: HI5Si2
Method: DFT, ωB97M-V with the def2-TZVPD basis set

Positions of all 8 atoms, in Å:
Si -0.35860 -0.68646 -0.86863
Si -2.95706 -2.25223 0.30765
I 1.15574 -2.63010 -1.31334
I -1.27694 0.33206 -2.88292
I -3.65418 -3.51498 -1.67617
I -2.27883 -3.87682 2.14726
I -4.70525 -0.75497 1.22063
H 0.53549 0.41720 -0.48469

HOMO-LUMO gap, eV: 6.11
Charge: 0
LUMO energy, eV: -2.4258

Atomic partial charges in e from the Mulliken method, atoms 1 to 4: Si 0.1107; Si 0.0600; I -0.0364; I -0.0150

two.
Molecular formula: HI5Si2
Method: DFT, ωB97M-V with the def2-TZVPD basis set

Positions of all 8 atoms, in Å:
Si -3.93938 -0.56082 0.55672
Si 1.99215 0.61338 -0.56056
I -1.66224 -1.75994 0.83252
I 1.46296 -1.38433 -1.90676
I 0.94506 2.42335 -1.79642
I 1.23262 0.83725 1.78813
I 4.46787 0.99530 -0.65265
H -4.49904 -1.16419 1.73904

HOMO-LUMO gap, eV: 7.49
Charge: 0
LUMO energy, eV: -1.4693

Atomic partial charges in e from the Mulliken method, atoms 1 to 4: Si 0.1785; Si 0.0883; I -0.1244; I 0.0043

three.
Molecular formula: HI5Si2
Method: DFT, ωB97M-V with the def2-TZVPD basis set

Positions of all 8 atoms, in Å:
Si 0.66645 1.69481 1.04820
Si -0.69610 -1.03335 -1.41244
I -0.89101 1.52998 2.96477
I 2.48140 0.12265 1.54683
I -0.43590 -2.65345 0.48373
I -2.93124 -1.06146 -2.28501
I 0.79817 -1.84071 -3.18703
H 1.00824 3.24153 0.84095

HOMO-LUMO gap (alpha / beta), eV: 6.28 / 5.79
Charge: 0
LUMO energy (alpha / beta), eV: -2.1194 / -2.5354

Atomic partial charges in e from the Mulliken method, atoms 1 to 4: Si 0.0329; Si 0.0705; I -0.0003; I 0.0214

The structure with the most favorable energy is one; the runner-up is 0.0101 hartree above it.

one.
Molecular formula: CH4NS
Method: DFT, ωB97M-V with the def2-TZVPD basis set

Positions of all 7 atoms, in Å:
S -2.51991 0.16726 0.19117
H -3.38350 0.85629 0.95229
C 1.10073 -0.44136 0.07226
N 1.65454 -0.13453 -1.05959
H 1.96455 -0.71700 0.86997
H 0.18103 -0.21686 0.52608
H 1.00257 0.48620 -1.55217

HOMO-LUMO gap, eV: 7.25
Charge: -1
LUMO energy, eV: 4.5511

Atomic partial charges in e from the Mulliken method, atoms 1 to 4: S -0.8803; H -0.0570; C -0.1290; N -0.5384

two.
Molecular formula: CH4NS
Method: DFT, ωB97M-V with the def2-TZVPD basis set

Positions of all 7 atoms, in Å:
S -2.44183 -0.23912 -0.51763
H -2.84305 1.03799 -0.43229
C 1.12596 -0.14080 -0.19343
N 1.55689 -0.28125 0.98738
H 1.72749 0.43796 -0.90819
H 0.10053 -0.31711 -0.54398
H 0.77400 -0.49768 1.60814

HOMO-LUMO gap, eV: 7.39
Charge: -1
LUMO energy, eV: 4.6686

Atomic partial charges in e from the Mulliken method, atoms 1 to 4: S -0.8721; H -0.0468; C -0.0621; N -0.5611

The structure with the most favorable energy is two; the runner-up is 0.0162 hartree above it.

one.
Molecular formula: C3H8N5
Method: DFT, ωB97M-V with the def2-TZVPD basis set

Positions of all 16 atoms, in Å:
N -1.17224 1.57202 -0.04343
C -0.20698 0.76688 0.52141
N 1.09332 1.12947 -0.03047
C 2.12490 0.27698 0.00613
N 1.97322 -1.01889 0.09083
C 0.72248 -1.50558 0.18939
N -0.31535 -0.70702 0.16062
N -1.53584 -1.17595 -0.45097
H -1.26677 1.48549 -1.06106
H -2.07054 1.79752 0.35701
H -0.18642 0.60470 1.60662
H 0.93892 2.05156 -0.51285
H 3.05999 0.56227 -0.44633
H 0.44745 -2.60613 -0.01897
H -1.25879 -2.19965 -0.51558
H -2.34733 -1.03368 0.14764

SMILES: N[C@@H]1[NH+]=CN=CN1N
HOMO-LUMO gap, eV: 9.32
Charge: +1
LUMO energy, eV: -4.7280

Atomic partial charges in e from the Mulliken method, atoms 1 to 4: N -0.6238; C 0.0790; N -0.2112; C -0.0043

two.
Molecular formula: C3H8N5
Method: DFT, ωB97M-V with the def2-TZVPD basis set

Positions of all 16 atoms, in Å:
C -3.70590 0.72759 0.20569
C 0.99992 1.54803 -0.19524
C 0.55367 -0.88253 -0.02683
N -2.64712 0.44638 -0.13626
N 2.20934 1.53188 0.12253
N 0.15278 0.40493 -0.20271
N 1.87366 -1.12353 0.11765
N -0.34066 -1.90737 0.01419
H -4.59725 1.09223 0.51387
H 0.51188 2.42523 -0.78870
H 2.60096 2.46577 0.27110
H -0.92703 0.42585 -0.49832
H 2.66957 -0.57044 0.15511
H 2.08814 -2.13212 0.11068
H -1.30885 -1.62096 0.06872
H -0.13313 -2.83092 0.26853

HOMO-LUMO gap, eV: 11.15
Charge: +1
LUMO energy, eV: -2.8941

Atomic partial charges in e from the Mulliken method, atoms 1 to 4: C -0.1510; C 0.0219; C 0.6758; N -0.3969

The structure with the most favorable energy is two; the runner-up is 0.0655 hartree above it.

one.
Molecular formula: C2H4O2S
Method: DFT, ωB97M-V with the def2-TZVPD basis set

Positions of all 9 atoms, in Å:
C 1.27914 -1.53803 1.52664
C -1.85779 1.49838 1.11390
O -1.42515 0.40279 1.30119
O 3.09649 -2.72698 0.20563
S 1.70584 -2.86012 0.67008
H 1.51559 -0.50098 1.52589
H 0.22662 -1.70132 1.78417
H -2.89951 1.79647 1.12785
H -1.38859 2.46915 0.91156

HOMO-LUMO gap (alpha / beta), eV: 7.60 / 8.11
Spin multiplicity: 3
Charge: 0
LUMO energy (alpha / beta), eV: 0.5007 / -2.2490

Atomic partial charges in e from the Mulliken method, atoms 1 to 4: C -0.4846; C -0.0427; O -0.3877; O -0.3871

two.
Molecular formula: C2H4O2S
Method: DFT, ωB97M-V with the def2-TZVPD basis set

Positions of all 9 atoms, in Å:
C -0.86390 0.35436 0.15814
C 0.30434 -0.70510 0.40259
O 1.68375 0.03706 -1.81321
O -0.12704 1.32699 -0.55640
S 1.41389 0.48178 -0.46272
H -1.86676 0.32243 -0.39992
H -1.23223 0.58604 1.14469
H 0.64411 -0.74656 1.42229
H 0.04386 -1.65699 0.10453

HOMO-LUMO gap (alpha / beta), eV: 6.64 / 7.14
Spin multiplicity: 3
Charge: 0
LUMO energy (alpha / beta), eV: 0.8062 / -3.0685

Atomic partial charges in e from the Mulliken method, atoms 1 to 4: C -0.2410; C -0.4800; O -0.3407; O -0.3514

The structure with the most favorable energy is one; the runner-up is 0.0440 hartree above it.

one.
Molecular formula: C6H11N3O
Method: DFT, ωB97M-V with the def2-TZVPD basis set

Positions of all 21 atoms, in Å:
C 1.03227 3.10231 -0.95800
C 0.81515 1.13056 -0.50098
C -1.30838 -0.48630 1.53528
C -1.43932 -1.50793 -0.82193
C 1.38409 -1.22662 0.34450
C -1.11177 -0.34499 0.03959
N 0.08391 2.14337 -0.80262
N 2.22573 2.74869 -0.66743
N 0.35142 -0.14986 0.00977
O 2.11481 1.43653 -0.37075
H 0.87253 4.08626 -1.32321
H -0.47387 -1.06061 1.96030
H -1.39402 0.45582 2.06753
H -2.21539 -1.14652 1.84779
H -1.18118 -1.20564 -1.93702
H -2.53025 -1.93465 -0.85828
H -0.78578 -2.32715 -0.48969
H 2.31133 -0.67100 0.28027
H 1.39433 -1.60532 1.30895
H 1.42003 -2.01258 -0.43402
H -1.56564 0.57563 -0.23006

HOMO-LUMO gap, eV: 9.52
Charge: 0
LUMO energy, eV: 0.8184

Atomic partial charges in e from the Mulliken method, atoms 1 to 4: C -0.1707; C 0.5757; C -1.0895; C -1.2553

two.
Molecular formula: C6H11N3O
Method: DFT, ωB97M-V with the def2-TZVPD basis set

Positions of all 21 atoms, in Å:
C -1.77028 -1.66405 -2.79329
C -1.13471 -1.48623 -1.41453
C -1.80652 -1.07053 -0.27443
N -0.75291 -1.18450 0.73009
C 0.38425 -1.76454 0.14546
N 0.12282 -1.95404 -1.16753
H -1.20211 -1.23909 -3.71398
H -2.69908 -1.23681 -2.89928
H -2.01738 -2.73116 -3.05120
H -2.75092 -0.49145 -0.02644
H -0.89694 -0.78596 1.67160
H 1.41466 -1.77744 0.43262
C 2.33404 2.13949 0.27283
C 0.97873 2.00295 0.99174
N 1.35230 2.07444 2.43491
O -0.17432 1.98399 0.72007
H 2.99541 2.71704 0.95448
H 2.17654 2.86251 -0.49083
H 2.69910 1.13956 -0.01407
H 0.48223 2.23405 2.89588
H 2.22454 1.94300 2.93175

SMILES: Cc1c[nH]cn1.CC(N)=O
HOMO-LUMO gap, eV: 9.21
Charge: 0
LUMO energy, eV: 0.7400

Atomic partial charges in e from the Mulliken method, atoms 1 to 4: C -1.1023; C 0.6677; C -0.4128; N -0.0630

The structure with the most favorable energy is two; the runner-up is 0.0409 hartree above it.